ORCA calculation (ωB97M-V/def2-TZVPD) on a molecular structure, C19H18Cl2N4O6S2V.

Its expectation value of S² is 2.02. The value obtained for the gap between HOMO and LUMO (alpha / beta) is 7.884 / 7.860 eV. The value obtained for the strongest force on any atom is 0.0021 hartree/bohr. For the LUMO energy (alpha / beta), the calculation gives 0.089 / 0.088 hartree. The energy above the lowest of the compared OMol25 structures with the same formula, charge and spin comes out at 0.0000 eV.

```
! wB97M-V def2-TZVPD RIJCOSX def2/J DEFGRID3
* xyz -1 3
V -0.88496 -1.59507 0.05868
Cl -0.18739 -2.35932 2.38202
C 1.19266 -1.35487 2.77956
C 1.90150 -1.70217 3.91550
C 3.00044 -0.94471 4.27902
C 3.36937 0.14008 3.49750
C 2.64259 0.46181 2.36584
Cl 3.15591 1.81684 1.41906
C 1.51476 -0.27341 1.95962
S 0.62516 0.18663 0.52962
H 1.59114 -2.55915 4.49699
H 3.56917 -1.19980 5.16265
H 4.22755 0.74516 3.75489
O 0.05075 -0.81775 -3.63324
C -0.23378 -1.36561 -2.58616
O -1.17696 -0.96112 -1.78097
C 0.55857 -2.59731 -2.04496
O 1.35757 -3.18088 -2.73023
O 0.25879 -2.86762 -0.79878
C -4.79462 0.14891 1.12587
C -3.61472 -0.73938 0.90409
N -2.44198 -0.24386 0.70902
O -2.41925 1.13858 0.68453
C -3.68527 -2.18857 0.87636
C -4.84971 -3.03375 1.26084
N -2.55781 -2.76562 0.52611
O -2.44929 -4.02661 0.52417
H -4.90884 0.82402 0.27700
H -4.62106 0.77845 1.99960
H -5.71057 -0.41810 1.25751
H -1.46946 1.36397 0.67129
H -5.68452 -2.44769 1.63801
H -4.53985 -3.74978 2.02649
H -5.18792 -3.63427 0.41251
N -1.72089 1.91072 -2.29314
C -0.55469 2.51933 -1.94587
S -0.58044 3.86397 -0.94121
N 0.52936 1.92176 -2.48851
C 1.90625 2.13699 -2.27677
C 2.74323 1.04611 -2.52007
C 4.11145 1.16351 -2.35882
C 4.66949 2.36902 -1.95242
C 3.83718 3.45304 -1.72383
C 2.46170 3.35152 -1.88741
H -2.50835 2.23803 -1.75847
H -1.69417 0.90566 -2.44596
H 0.33000 1.07604 -3.02092
H 2.31061 0.10252 -2.83198
H 4.74103 0.30216 -2.54238
H 5.73950 2.46016 -1.81449
H 4.25789 4.40203 -1.41343
H 1.82288 4.19938 -1.70434
*
```

***

ORCA calculation (ωB97M-V/def2-TZVPD) on a molecular structure, C19H18Cl5N3PdSb.

The value obtained for the gap between HOMO and LUMO is 8.370 eV. The value obtained for the strongest force on any atom is 0.0096 hartree/bohr. For the LUMO energy, the calculation gives -0.110 hartree. The energy above the lowest of the compared OMol25 structures with the same formula, charge and spin comes out at 0.0000 eV.

```
! wB97M-V def2-TZVPD RIJCOSX def2/J DEFGRID3
* xyz 1 1
Pd -0.19902 0.75423 0.40057
N 1.99836 0.47453 2.71605
C 2.60774 0.35770 1.47489
C 3.99745 0.20481 1.42029
C 4.61038 0.07709 0.19631
C 3.83357 0.08317 -0.95989
C 2.47928 0.25998 -0.82632
N 1.87408 0.42438 0.36604
C 0.79906 -0.08880 3.16007
C 0.69979 -0.35126 4.53234
C -0.45536 -0.90856 5.02610
C -1.48922 -1.20844 4.14478
C -1.31673 -0.90892 2.81658
N -0.20166 -0.34360 2.31820
H 2.67061 0.56401 3.46116
H 4.57080 0.16106 2.33652
H 5.68308 -0.04819 0.13879
H 4.27211 -0.03683 -1.93914
H 1.82283 0.29024 -1.68608
H 1.53260 -0.12408 5.18460
H -0.54924 -1.11884 6.08278
H -2.41167 -1.65656 4.48267
H -2.09715 -1.11362 2.09833
Cl -1.27307 -1.63248 -0.70359
C -2.56765 -0.52486 -0.29825
C -2.19742 0.71167 0.24459
C -3.23060 1.54699 0.63261
Cl -2.85562 3.05084 1.40325
C -4.57096 1.20485 0.45692
Cl -5.82497 2.27503 0.93910
C -4.90267 -0.02587 -0.11222
Cl -6.54188 -0.46554 -0.34063
C -3.88718 -0.90906 -0.48646
Cl -4.26285 -2.44092 -1.15788
C 1.87004 3.48402 -1.39585
Sb 0.00522 3.10654 -0.43773
C -1.30317 3.94598 -1.87502
C 0.21146 4.55791 1.09648
H 1.91097 4.53623 -1.67434
H 1.97193 2.87458 -2.29185
H 2.69449 3.26063 -0.72010
H -1.16198 5.02504 -1.89972
H -2.33772 3.71770 -1.63006
H -1.05869 3.52412 -2.84806
H 0.32084 5.53974 0.63852
H 1.11186 4.32656 1.66401
H -0.64369 4.55023 1.76285
*
```

***

ORCA calculation (ωB97M-V/def2-TZVPD) on a single C19H18ClF3N4O2 molecule in a non-equilibrium geometry.

As for the structure (SMILES): CN(C)C(=O)c1nc2ccc(Cl)cn2c1CNCc1cccc(OC(F)(F)F)c1. The value obtained for the gap between HOMO and LUMO is 8.513 eV. The value obtained for the strongest force on any atom is 0.0339 hartree/bohr. For the LUMO energy, the calculation gives 0.010 hartree.

```
! wB97M-V def2-TZVPD RIJCOSX def2/J DEFGRID3
* xyz 0 1
C -4.93695 -1.36179 -0.75075
N -3.53822 -1.06143 -0.95056
C -2.74312 -2.17219 -1.40482
C -3.09730 0.18354 -0.67729
O -3.85304 1.06055 -0.27710
C -1.65751 0.49583 -0.86087
N -0.85215 -0.02474 -1.81636
C 0.30697 0.59081 -1.69950
C 1.49082 0.43019 -2.43170
C 2.58203 1.18897 -2.11995
C 2.49768 2.12382 -1.06536
Cl 3.88005 3.07067 -0.65960
C 1.34871 2.28117 -0.34761
N 0.26797 1.52541 -0.65925
C -0.98213 1.46177 -0.12426
C -1.45277 2.21732 1.07049
N -1.46668 1.35909 2.24892
C -0.16066 1.07211 2.81174
C 0.58072 0.07015 1.96481
C -0.09572 -1.02539 1.43643
C 0.56402 -1.92635 0.62716
C 1.91064 -1.76458 0.32742
C 2.57939 -0.68653 0.87151
O 3.93984 -0.39470 0.64255
C 4.68420 -1.20150 -0.07817
F 4.28679 -1.33358 -1.35975
F 5.92373 -0.72331 -0.11919
F 4.77034 -2.45675 0.39714
C 1.92838 0.22770 1.68788
H -5.39796 -1.66400 -1.69375
H -5.04857 -2.17214 -0.02658
H -5.43002 -0.46717 -0.37647
H -3.18693 -2.58959 -2.31188
H -2.72440 -2.95491 -0.63964
H -1.73385 -1.84301 -1.63022
H 1.50945 -0.29589 -3.22636
H 3.50695 1.08472 -2.66226
H 1.25918 2.99402 0.45602
H -2.48442 2.51933 0.87970
H -0.83293 3.11982 1.21503
H -2.07390 1.76216 2.95165
H 0.46089 1.97756 2.93621
H -0.31662 0.63727 3.80430
H -1.14566 -1.13962 1.65409
H 0.03627 -2.77019 0.21182
H 2.40068 -2.47591 -0.31683
H 2.49584 1.05130 2.09122
*
```

***

ORCA calculation (ωB97M-V/def2-TZVPD) on a molecular structure, C19H18Co2NO7 in a non-equilibrium geometry.

The value obtained for the gap between HOMO and LUMO is 5.456 eV. The value obtained for the strongest force on any atom is 0.0966 hartree/bohr. For the LUMO energy, the calculation gives 0.072 hartree. The energy above the lowest of the compared OMol25 structures with the same formula, charge and spin comes out at 0.0000 eV.

```
! wB97M-V def2-TZVPD RIJCOSX def2/J DEFGRID3
* xyz -1 1
O -0.69348 0.77621 2.65573
C -0.59359 0.97287 1.53813
Co -0.55591 1.17275 -0.26167
C -2.22634 1.40557 -0.84302
O -3.30112 1.46815 -1.21597
C 0.56396 2.50250 -0.85751
O 1.25534 3.31621 -1.25726
C -0.45007 -0.92448 -0.42800
C -1.89549 -1.33212 -0.34251
C -2.57408 -1.21284 0.86385
C -3.91584 -1.49703 0.96964
C -4.60758 -1.93012 -0.13910
C -3.96321 -2.05366 -1.35232
C -2.61360 -1.77906 -1.44068
C 0.14209 -0.16610 -1.55607
C -0.27684 -0.44763 -2.92140
Co 1.57588 -1.21601 -0.50294
C 1.60035 -1.48799 1.29523
O 1.59532 -1.66425 2.42088
C 2.86483 0.05095 -0.82086
O 3.66188 0.84020 -1.02118
C 1.80461 -2.75727 -1.40697
O 1.93139 -3.73057 -1.98164
H -2.04410 -0.84312 1.71463
H -4.44650 -1.36980 1.90356
H -5.63851 -2.23236 -0.05335
H -4.51779 -2.33514 -2.23927
H -2.10439 -1.92455 -2.37248
H 0.46952 -0.61510 -3.67550
H -1.27434 -0.22505 -3.24550
C 0.85553 5.46404 3.07839
C 0.46126 5.23401 4.53460
C -0.22950 3.88382 4.73756
C -0.67655 3.66602 6.18695
O -1.29296 2.41189 6.35352
N 0.65718 2.81727 4.27841
H 1.36014 6.42494 2.92854
H 1.52818 4.67857 2.71978
H -0.02081 5.44658 2.42445
H 1.35526 5.25788 5.16864
H -0.18646 6.04409 4.89102
H -1.13204 3.86696 4.10523
H 0.18484 3.73428 6.85630
H -1.37560 4.44967 6.49363
H -1.51255 2.23888 7.29853
H 1.28831 2.51532 5.00685
H 0.15157 2.02083 3.89092
*
```

***

ORCA calculation (ωB97M-V/def2-TZVPD) on a single C19H18F3IN2O5S molecule in a non-equilibrium geometry.

As for the structure (SMILES): O=S1(=O)Nc2c(cc(F)c(F)c2Nc2ccc(I)cc2F)OC[C@H](O)[C@H](O)CC12CC2. The value obtained for the gap between HOMO and LUMO is 8.716 eV. The value obtained for the strongest force on any atom is 0.1005 hartree/bohr. For the LUMO energy, the calculation gives -0.005 hartree. The energy above the lowest of the compared OMol25 structures with the same formula, charge and spin comes out at 0.7534 eV.

```
! wB97M-V def2-TZVPD RIJCOSX def2/J DEFGRID3
* xyz 0 1
O -1.03874 -1.44917 -2.07410
S -0.96598 -1.21437 -0.60822
O -2.18031 -0.47812 -0.17710
N 0.39289 -0.35015 -0.41207
C 0.24606 0.87222 0.29457
C 0.09232 1.06810 1.72176
C 0.00708 2.39366 2.30987
C -0.02606 3.51012 1.48694
F -0.21213 4.77599 1.98964
C -0.04267 3.27372 0.11121
F -0.22119 4.30267 -0.71646
C 0.18441 1.97204 -0.47073
N 0.26587 1.91226 -1.93228
C 1.41079 2.31076 -2.69036
C 1.16030 3.01429 -3.84718
C 2.22262 3.12154 -4.80475
C 3.56477 2.82938 -4.39838
I 5.24549 3.38198 -5.86638
C 3.78557 2.10186 -3.28906
C 2.69428 1.81280 -2.50670
F 2.94668 1.12531 -1.42024
O -0.14190 -0.13419 2.38625
C -1.41301 -0.01906 3.05116
C -1.90422 -1.35539 3.55650
O -0.96095 -1.83522 4.51702
C -2.04865 -2.47002 2.43224
O -2.82278 -3.59154 2.84412
C -0.69484 -2.94272 1.75194
C -0.69127 -2.91795 0.16783
C 0.10497 -3.94726 -0.61491
C -1.41987 -4.03169 -0.65483
H 0.67382 -0.21228 -1.41357
H -0.07414 2.51634 3.41572
H -0.51924 2.38949 -2.27623
H 0.24922 3.44892 -4.23243
H 2.17329 3.58614 -5.75243
H 4.76014 1.59903 -3.15137
H -1.24741 0.60225 3.90162
H -2.20567 0.25807 2.29816
H -2.93865 -1.24792 4.08699
H -0.08238 -1.59553 4.32551
H -2.57786 -1.87563 1.67466
H -2.63342 -3.66799 3.79830
H 0.18892 -2.32127 2.02262
H -0.39403 -3.87945 2.19561
H 0.52046 -3.53023 -1.51451
H 0.60208 -4.61622 0.01776
H -1.91991 -4.84125 -0.11154
H -2.11477 -3.65429 -1.42216
*
```